This record from the Open Molecules 2025 dataset describes C35H24Cl5IPPd as an isolated structure. The level of theory is the ωB97M-V functional and the def2-TZVPD basis.

orbital gap: 4.99 eV
energy: -120137.996 eV
E_LUMO: -11.3437 eV
highest occupied orbital energy: -16.33 eV
2S+1: 1
charge: +3

Atoms and positions in Å:
I 1.94 0.72 -1.04
Pd -0.28 0.65 0.54
Cl -1.25 2.12 -2.20
Cl 2.07 5.55 1.79
Cl 1.12 6.81 -0.91
Cl -0.55 5.11 -2.92
Cl 1.32 2.53 2.42
P 0.36 -1.60 -0.47
C -2.80 3.39 1.09
C -1.83 -1.24 -2.08
C -0.04 4.45 -1.44
C 3.51 -0.56 -0.51
C -1.87 -2.08 -4.34
C 0.11 -2.41 -3.02
C 0.79 3.33 0.98
C 4.06 -4.19 0.03
C -1.55 -2.33 3.56
C 1.90 -2.48 -0.34
C -2.33 -2.52 2.41
C -3.35 0.65 0.70
C 0.72 5.21 -0.53
C 4.77 -0.05 -0.43
C 2.79 -4.70 0.05
C -0.49 -1.72 1.08
C -1.82 -2.20 1.17
C 0.02 2.60 0.10
C 4.30 -2.81 -0.15
C 5.62 -2.28 -0.11
C -0.53 -1.76 -1.95
C 1.70 -3.83 -0.11
C -3.73 2.96 0.16
C 3.20 -1.93 -0.36
C -0.57 -2.57 -4.21
C 1.14 4.65 0.68
C -4.00 1.60 -0.03
C -0.24 -1.86 3.48
C -2.50 -1.42 -3.28
C 5.85 -0.94 -0.23
C -2.38 1.03 1.66
C -2.11 2.41 1.82
C -0.39 3.13 -1.11
C 0.31 -1.58 2.25
C -2.55 4.84 1.36
H -3.33 -2.92 2.50
H 1.35 -1.29 2.17
H 2.62 -5.75 0.19
H -1.74 5.23 0.74
H -4.78 1.31 -0.73
H -3.66 -0.39 0.63
H -2.30 -0.70 -1.28
H 4.97 1.01 -0.54
H -3.44 5.43 1.13
H -0.10 -3.08 -5.04
H -2.06 0.34 2.44
H 6.85 -0.54 -0.19
H -1.45 2.73 2.62
H 6.45 -2.96 0.04
H -4.29 3.70 -0.39
H -2.29 5.01 2.40
H 1.11 -2.80 -2.91
H -1.97 -2.58 4.53
H 0.35 -1.74 4.38
H 0.69 -4.25 -0.05
H -3.50 -1.04 -3.40
H -2.41 -2.36 0.28
H 4.91 -4.85 0.17
H -2.40 -2.21 -5.27


This record from the Open Molecules 2025 dataset describes a 12-piece molecular cluster, C48H120O24 overall. The level of theory is the ωB97M-V functional and the def2-TZVPD basis.

SMILES: COCCOC.COCCOC.COCCOC.COCCOC.COCCOC.COCCOC.COCCOC.COCCOC.COCCOC.COCCOC.COCCOC.COCCOC
orbital gap: 9.45 eV
energy: -100838.179 eV
E_LUMO: 0.2133 eV
highest occupied orbital energy: -9.24 eV
2S+1: 1
charge: 0

Atoms and positions in Å:
O 15.63 7.91 -8.35
O 16.67 8.79 -10.86
O 14.09 9.95 5.35
O 15.22 -3.27 3.14
O 5.31 8.58 5.76
O 17.33 -4.02 -5.56
O 22.91 1.28 -3.75
O 13.64 -1.44 4.92
O 20.35 2.73 -10.53
O 14.66 2.62 -1.18
O 5.72 7.10 8.17
O 12.09 3.43 -0.08
O 10.44 -2.96 -3.05
O 21.19 4.24 -13.89
O 15.17 12.38 5.11
O 10.83 12.60 -0.46
O 10.80 -5.71 -1.99
O 12.67 14.92 -0.04
O 17.10 10.34 -2.11
O 6.90 7.30 -3.69
O 22.17 4.24 -5.10
O 19.57 9.41 -0.68
O 17.99 -6.94 -3.47
O 9.12 5.73 -5.08
C 10.76 13.37 0.78
C 23.04 3.14 -5.27
C 9.76 6.97 -4.94
C 14.33 -1.01 3.73
C 15.43 11.73 6.38
C 10.64 11.31 -0.32
C 22.43 4.84 -14.30
C 13.97 3.82 -1.47
C 15.57 2.17 -2.14
C 5.17 8.38 8.19
C 17.19 10.17 -0.68
C 17.80 -3.08 -6.40
C 5.49 9.22 7.00
C 20.32 2.85 -11.99
C 16.96 9.47 -9.70
C 17.84 8.52 -11.66
C 6.53 8.24 5.12
C 11.44 -6.76 -1.29
C 17.26 -6.07 -4.30
C 18.22 9.07 -0.22
C 5.90 8.26 -4.08
C 15.78 9.29 -8.70
C 16.44 -4.09 3.03
C 13.17 4.35 -0.31
C 19.41 3.60 -9.85
C 8.16 5.44 -4.00
C 12.99 16.34 0.06
C 22.41 1.84 -4.92
C 5.27 6.39 9.32
C 22.86 5.41 -5.32
C 13.83 8.64 5.09
C 21.36 3.84 -12.47
C 10.36 -4.59 -1.18
C 11.43 14.75 0.60
C 9.61 -3.51 -1.98
C 20.55 8.39 -0.39
C 11.10 -1.73 -2.73
C 16.66 11.72 -2.33
C 13.00 -2.72 4.91
C 17.12 -7.77 -2.58
C 15.18 10.21 6.15
C 11.41 3.59 1.18
C 6.76 6.01 -4.25
C 23.97 0.35 -3.68
C 18.15 -5.08 -5.00
C 16.50 7.61 -7.24
C 15.32 13.85 5.08
C 15.61 -1.83 3.21
H 13.83 4.42 0.55
H 24.17 0.17 -2.62
H 14.73 -0.03 4.01
H 18.46 3.69 -10.38
H 9.73 13.67 0.96
H 9.16 -2.70 -1.40
H 15.16 1.37 -2.75
H 20.71 1.88 -12.29
H 18.31 7.69 -11.12
H 14.82 9.62 -9.10
H 11.91 -1.59 -3.45
H 17.38 -8.82 -2.43
H 17.00 10.51 -10.02
H 11.53 -1.75 -1.73
H 23.12 3.99 -14.38
H 12.21 3.57 1.92
H 19.36 3.08 -12.45
H 22.35 3.43 -12.24
H 5.94 5.40 -3.86
H 13.60 -0.86 2.93
H 17.14 -2.21 -6.47
H 18.86 -4.67 -4.28
H 23.94 3.22 -4.65
H 6.14 9.12 -4.70
H 16.46 -1.69 3.88
H 10.54 10.90 -1.32
H 7.10 7.45 5.62
H 5.46 6.92 10.26
H 4.19 6.24 9.26
H 6.44 9.72 7.19
H 5.51 8.99 9.03
H 18.63 -5.47 -5.90
H 7.10 9.16 4.95
H 16.24 -7.88 -3.22
H 19.81 4.61 -9.97
H 15.63 14.23 4.10
H 10.68 15.49 0.32
H 16.52 11.82 -3.40
H 16.80 -7.26 -1.67
H 16.38 11.89 6.89
H 8.77 -3.90 -2.56
H 10.70 2.78 1.36
H 16.07 8.05 -6.33
H 12.13 16.92 -0.25
H 5.69 5.38 9.36
H 22.10 6.19 -5.23
H 22.71 5.63 -13.60
H 10.72 -7.33 -0.70
H 13.42 8.08 5.92
H 15.83 2.98 -2.84
H 5.07 7.74 -4.55
H 16.46 1.71 -1.72
H 19.10 3.29 -8.85
H 11.19 -4.10 -0.69
H 21.59 8.69 -0.52
H 20.46 7.54 -1.08
H 14.77 4.51 -1.74
H 17.33 12.50 -1.95
H 20.36 8.00 0.61
H 6.56 6.07 -5.31
H 9.79 -4.95 -0.32
H 9.63 11.25 0.09
H 18.21 9.32 0.84
H 16.51 -5.54 -3.72
H 16.17 -5.15 3.07
H 22.21 1.19 -5.77
H 16.23 14.15 5.59
H 15.65 11.90 -1.98
H 16.98 -4.04 2.08
H 8.95 7.71 -5.01
H 24.94 0.50 -4.16
H 16.05 9.83 5.61
H 17.81 8.09 -0.46
H 6.34 7.87 4.12
H 16.47 6.53 -7.13
H 12.27 -6.36 -0.72
H 23.66 5.43 -4.58
H 21.30 4.65 -11.74
H 17.53 7.88 -7.43
H 18.50 9.36 -11.84
H 15.88 -1.47 2.22
H 11.84 -7.52 -1.97
H 16.21 9.96 -0.26
H 18.08 -3.58 -7.33
H 21.36 2.03 -4.70
H 14.63 12.12 7.01
H 14.65 8.27 4.48
H 4.74 10.01 7.01
H 11.00 12.89 1.73
H 16.65 -6.50 -5.10
H 10.29 -1.00 -2.73
H 13.65 -3.52 5.25
H 8.57 5.68 -3.01
H 4.10 8.31 8.35
H 17.21 -3.95 3.80
H 23.66 -0.60 -4.12
H 22.30 5.19 -15.32
H 17.62 11.04 -0.18
H 23.24 3.09 -6.34
H 11.48 10.84 0.20
H 17.62 8.10 -12.64
H 15.20 9.75 7.14
H 18.72 -2.64 -6.02
H 13.28 3.72 -2.30
H 12.78 5.35 -0.51
H 11.05 4.61 1.26
H 12.55 -3.00 3.96
H 17.95 9.27 -9.29
H 16.06 9.89 -7.83
H 12.24 -2.76 5.69
H 10.15 7.00 -3.92
H 13.08 8.48 4.32
H 13.26 16.61 1.08
H 23.31 5.54 -6.30
H 13.86 16.52 -0.58
H 10.54 7.20 -5.66
H 8.05 4.36 -3.92
H 5.46 8.60 -3.14
H 14.34 14.25 5.36
H 11.54 15.14 1.62


This record from the Open Molecules 2025 dataset describes a 2-piece molecular cluster, C5H4N4 overall. The level of theory is the ωB97M-V functional and the def2-TZVPD basis.

orbital gap (alpha / beta): 8.05 / 7.05 eV
energy: -11202.609 eV
E_LUMO (alpha / beta): 1.0485 / -2.9926 eV
highest occupied orbital energy (alpha / beta): -7.00 / -10.04 eV
2S+1: 3
charge: 0

Atoms and positions in Å:
N -2.71 0.46 0.95
N 1.44 -1.16 -1.40
N -1.69 -0.78 -0.64
N -2.83 -1.16 -0.60
C 0.72 1.52 0.57
C -3.52 -0.35 0.43
C -1.48 0.15 0.38
C -0.36 0.90 0.38
C 2.04 -0.17 -1.24
H 1.51 1.22 1.32
H 0.94 2.50 0.16
H -4.60 -0.51 0.56
H 0.95 -1.99 -1.71


This record from the Open Molecules 2025 dataset describes C11H7HgN2O6 as an isolated structure. The level of theory is the ωB97M-V functional and the def2-TZVPD basis.

orbital gap: 8.40 eV
energy: -30949.612 eV
E_LUMO: -3.8584 eV
highest occupied orbital energy: -12.26 eV
2S+1: 1
charge: +1

Atoms and positions in Å:
Hg 0.40 -1.13 -1.81
O 0.62 -4.12 0.30
O -2.99 -4.40 -2.67
O -3.07 0.16 -3.61
O 1.48 3.83 0.20
O 0.28 0.13 -5.16
O -3.25 -1.89 0.06
N 0.29 -0.12 0.27
N 1.79 3.94 2.45
C 1.44 3.29 1.30
C -2.16 -0.34 -3.15
C 0.88 1.88 1.44
C 0.01 -0.72 1.45
C -2.20 -3.60 -2.47
C -2.21 -1.73 -0.42
C 0.23 -0.10 2.67
C 0.65 1.17 0.25
C 0.58 -3.69 -0.80
C 0.62 1.22 2.65
C 0.29 -0.11 -4.05
H 0.82 1.63 -0.73
H -0.37 -1.74 1.38
H 2.28 4.82 2.34
H 0.79 1.75 3.58
H 0.74 -2.88 -2.34
H 0.03 -0.67 3.59
H 2.03 3.41 3.28


This record from the Open Molecules 2025 dataset describes C24H20IIrN4O2S as an isolated structure. The level of theory is the ωB97M-V functional and the def2-TZVPD basis.

orbital gap: 6.15 eV
energy: -57025.976 eV
E_LUMO: -8.0879 eV
highest occupied orbital energy: -14.24 eV
2S+1: 1
charge: +2

Atoms and positions in Å:
Ir -0.50 1.29 -1.85
I 1.40 3.12 -1.74
S 2.82 -4.06 -0.20
O -2.08 0.24 -2.25
O -4.55 2.44 1.92
N 0.52 -0.30 -1.28
N -5.10 -1.19 -1.09
N -1.12 1.97 -0.13
N 6.96 -2.20 0.24
C -3.24 0.69 -0.21
C 4.44 -3.32 -0.02
C 1.20 -2.51 -1.80
C 6.47 -2.52 -0.95
C -0.29 2.78 0.73
C 1.23 -0.34 -0.14
C 6.21 -2.45 1.31
C 0.83 3.45 0.24
C 1.94 -2.58 -0.62
C -4.41 0.40 0.56
C 1.93 -1.46 0.23
C -4.04 -0.97 -1.83
C 0.21 3.72 2.89
C -4.67 1.02 1.92
C 5.22 -3.09 -1.14
C -3.07 -0.01 -1.42
C 1.61 4.27 1.03
C 0.50 -1.37 -2.10
C -2.33 1.65 0.29
C -5.28 -0.53 0.07
C 1.29 4.42 2.37
C -0.56 2.90 2.10
C 4.94 -3.02 1.24
C -3.88 -1.70 -3.13
H 4.88 -3.36 -2.13
H 1.21 0.55 0.48
H -6.17 -0.80 0.62
H 4.38 -3.23 2.14
H 6.64 -2.20 2.27
H -2.69 2.21 1.15
H 2.47 -1.47 1.16
H -0.02 3.81 3.95
H -0.10 -1.30 -3.00
H 1.89 5.06 2.99
H 1.17 -3.35 -2.48
H -5.64 0.70 2.28
H 7.11 -2.32 -1.80
H 2.47 4.78 0.61
H -4.73 -2.36 -3.27
H -3.93 0.65 2.64
H -2.96 -2.30 -3.12
H -3.81 -1.00 -3.96
H -1.37 2.35 2.56
H -5.39 2.84 1.68


This record from the Open Molecules 2025 dataset describes the molecule C5H4BrN. The level of theory is the ωB97M-V functional and the def2-TZVPD basis.

orbital gap (alpha / beta): 7.41 / 8.46 eV
energy: -76777.231 eV
E_LUMO (alpha / beta): -1.3812 / -0.8242 eV
highest occupied orbital energy (alpha / beta): -8.80 / -9.28 eV
2S+1: 1
charge: 0

Atoms and positions in Å:
Br -2.88 0.39 0.00
N 0.57 3.43 -0.09
C -0.13 0.18 -1.08
C -0.20 0.08 1.09
C 0.61 0.90 0.09
C 0.59 2.29 0.06
C -1.24 -0.30 -0.05
H -0.58 0.66 1.95
H 0.57 -0.61 -1.54
H 0.33 -0.78 1.69
H -0.42 1.04 -1.75


This record from the Open Molecules 2025 dataset describes C6H9NO2 as an isolated structure. The level of theory is the ωB97M-V functional and the def2-TZVPD basis.

orbital gap: 9.52 eV
energy: -11945.919 eV
E_LUMO: 0.7194 eV
highest occupied orbital energy: -8.80 eV
2S+1: 1
charge: 0

Atoms and positions in Å:
O -2.44 2.12 0.11
O -2.89 -0.11 0.16
N 1.60 -0.06 -0.51
C -2.12 1.02 0.02
C 2.66 -0.31 0.38
C -0.57 0.84 -0.32
C 0.31 -0.14 -0.17
C 2.37 1.09 -0.06
C -2.44 -1.44 -0.13
H -1.99 -2.04 0.93
H 0.04 1.92 -0.57
H 0.01 -1.23 0.25
H -1.96 -1.50 -1.19
H 2.94 1.36 -0.72
H 1.98 2.12 0.70
H 2.48 -0.69 1.27
H -3.61 -1.86 -0.37
H 3.62 -1.07 0.22


This record from the Open Molecules 2025 dataset describes the molecule C4H10N2O. The level of theory is the ωB97M-V functional and the def2-TZVPD basis.

SMILES: CCCNC(N)=O
orbital gap: 9.83 eV
energy: -9336.543 eV
E_LUMO: 0.8606 eV
highest occupied orbital energy: -8.97 eV
2S+1: 1
charge: 0

Atoms and positions in Å:
O 1.96 -1.11 -2.49
N 0.00 -2.17 -2.17
N 0.37 -0.09 -1.18
C -0.81 1.24 2.26
C 0.31 0.04 0.27
C 1.02 -1.19 -1.80
C -0.39 1.29 0.81
H 0.28 -2.95 -2.69
H 0.01 1.26 2.97
H -1.17 1.70 0.21
H -0.78 -2.11 -1.57
H -1.15 0.20 2.56
H -1.54 2.03 2.53
H 1.31 0.00 0.53
H 0.30 0.76 -1.63
H -0.10 -1.06 0.62
H 0.36 2.18 0.77


Summary of F_max in eV Å⁻¹
0.7, 6.1, 4.2, 8.1, 0.2, 5.0, 9.4, 6.2
(order as listed above)
Summary of relative energy (zero: lowest compared OMol25 entry of this formula, charge and spin) in eV
0.000, 8.768, 0.000, 2.649, 0.000, 2.785, 7.400, 2.445
(order as listed above)